DFT (ωB97M-V with the def2-TZVPD basis set) results for a molecular structure, C7H8MoN2O3S5.

Properties
HOMO (alpha / beta) in eV: -8.790 / -8.790
Charge: 0
Electronic energy in eV: -72545.5320
Relative energy (zero: lowest compared OMol25 entry of this formula, charge and spin) in kJ/mol: 2.07
Frontier orbital gap (alpha / beta) in eV: 6.8 / 6.8
LUMO (alpha / beta) in eV: -2.029 / -2.025

```
26
C7H8MoN2O3S5, DFT ωB97M-V with the def2-TZVPD basis set
Mo 0.19718 0.74578 0.71178
S -0.75314 -1.16497 -0.03358
C 0.53247 -2.00057 -0.92766
C 0.23299 -3.11973 -1.69374
C 1.23756 -3.75517 -2.40822
C 2.53987 -3.27498 -2.35437
C 2.84053 -2.16315 -1.58184
C 1.83333 -1.52354 -0.87196
S 2.20151 -0.10586 0.13433
H -0.78579 -3.48473 -1.72962
H 1.00172 -4.62472 -3.00687
H 3.32623 -3.76787 -2.91020
H 3.85638 -1.79188 -1.53001
N -1.56638 0.89000 2.12921
C -0.64037 1.73553 2.71339
N -0.92651 3.02214 2.88604
S 0.89162 1.01541 3.00215
H -2.37538 1.28025 1.61262
H -1.67227 -0.02509 2.54634
H -1.66355 3.45043 2.31410
H -0.13719 3.61909 3.08013
O -2.58442 3.54458 -1.71154
S -2.29034 3.07508 -0.39895
O -2.20789 4.06495 0.65912
O -2.95636 1.85178 0.02320
S -0.13179 2.50722 -0.65386
```

***

DFT (ωB97M-V with the def2-TZVPD basis set) results for 2 unconnected molecules or ions with the total composition C7H8N2 in a non-equilibrium geometry.

Properties
HOMO (alpha / beta) in eV: -7.644 / -7.633
Charge: 0
Electronic energy in eV: -10361.3973
Relative energy (zero: lowest compared OMol25 entry of this formula, charge and spin) in kJ/mol: 654.69
Frontier orbital gap (alpha / beta) in eV: 7.0 / 7.2
LUMO (alpha / beta) in eV: -0.692 / -0.389

```
17
C7H8N2, DFT ωB97M-V with the def2-TZVPD basis set
C 1.03325 0.46188 0.58123
C 1.41565 0.28084 -0.80402
C 0.50644 -0.82962 1.06774
C 0.00367 -1.38274 2.15784
C -1.28730 1.11689 -0.00570
C -1.29782 1.10339 -1.38708
C -0.71162 0.98042 -2.47788
N 0.25571 -1.35864 -0.13534
N 0.71895 -0.71612 -1.29930
H 1.21350 1.39660 1.02993
H 2.03984 1.04954 -1.33323
H -0.63038 -2.28102 2.21949
H 0.31310 -0.92810 3.07538
H -2.05321 0.57728 0.58027
H -0.86356 1.99274 0.47938
H 0.21175 -2.47884 -0.23505
H -0.86796 1.01549 -3.51365
```

***

DFT (ωB97M-V with the def2-TZVPD basis set) results for a molecular structure, C7H8N2 in a non-equilibrium geometry.

Properties
HOMO in eV: -8.110
Charge: 0
Electronic energy in eV: -10360.9781
Relative energy (zero: lowest compared OMol25 entry of this formula, charge and spin) in kJ/mol: 695.14
Frontier orbital gap in eV: 7.8
LUMO in eV: -0.302

```
17
C7H8N2, DFT ωB97M-V with the def2-TZVPD basis set
C 1.59150 -0.39996 0.50757
C 1.52819 1.18442 0.39382
C 0.44538 1.86604 -0.11718
C -0.87577 1.37883 -0.57417
C -1.88252 0.52657 -0.07594
C -1.56694 -0.59348 0.72342
C 1.18248 -1.08939 -0.74280
H 2.81248 -0.70321 0.97542
H 0.51270 -0.63766 1.31279
H 2.48835 1.72922 0.82277
H 0.32170 3.01969 0.04809
H -1.46451 2.13221 -1.10377
H -3.02754 0.34922 -0.42882
H -2.21008 -0.82944 1.66343
H 2.22068 -1.51142 -1.37631
N -0.59213 -1.44344 0.39616
N -0.00611 -1.52609 -0.76787
```

***

DFT (ωB97M-V with the def2-TZVPD basis set) results for a single C7H8N2O molecule in a non-equilibrium geometry.

Properties
SMILES: CC1=N[C@H]1c1cc(C)on1
HOMO in eV: -9.218
Charge: 0
Electronic energy in eV: -12411.6671
Relative energy (zero: lowest compared OMol25 entry of this formula, charge and spin) in kJ/mol: 456.52
Frontier orbital gap in eV: 10.2
LUMO in eV: 0.949

```
18
C7H8N2O, DFT ωB97M-V with the def2-TZVPD basis set
C -1.15801 -0.41336 -0.29949
C 0.14586 -0.53446 0.23365
C -2.32598 0.24195 0.24418
C 1.13320 -0.09606 -0.64666
C 2.32250 0.02782 -0.00807
C -3.73175 0.08759 0.95405
C 3.61436 0.38426 -0.60163
N -1.65783 1.00494 -0.43786
N 0.63589 -0.74694 1.40053
O 2.02355 -0.26126 1.32328
H -1.32491 -0.91365 -1.23516
H 0.80935 0.23206 -1.57728
H -4.46667 0.79808 0.57241
H -4.13487 -0.93097 0.61112
H -3.62979 -0.17918 1.99557
H 4.40837 0.23249 0.06979
H 3.49331 1.36465 -1.18966
H 3.84341 -0.29795 -1.40876
```